(a)
Below is a cluster of 2 separate species, C4H12 in total, with properties calculated with wB97M-V/def2-TZVPD.

Kohn-Sham gap = 12.202 eV
charge = 0
SMILES = CC.CC
E_HOMO = -11.12 eV

Element x y z (Å)
1 C -0.766 -1.628 -1.834
2 C 0.420 -1.671 -0.754
3 H -1.149 -2.545 -2.020
4 H -1.617 -1.401 -1.218
5 H -0.676 -0.777 -2.570
6 H 0.916 -2.532 -1.208
7 H 1.106 -0.800 -0.682
8 H 0.179 -1.719 0.278
9 C -0.262 1.555 0.623
10 C 0.648 1.795 1.850
11 H -1.312 1.493 0.930
12 H 0.053 2.211 -0.146
13 H -0.006 0.606 0.152
14 H 1.700 1.825 1.805
15 H 0.505 0.846 2.492
16 H 0.261 2.743 2.303


(b)
Below is a cluster of 2 separate species, C4H12 in total, with properties calculated with wB97M-V/def2-TZVPD.

Kohn-Sham gap = 12.449 eV
charge = 0
SMILES = CC.CC
E_HOMO = -11.34 eV

Element x y z (Å)
1 C -0.065 0.793 -2.479
2 C -0.704 -0.471 -1.894
3 H 0.992 0.729 -2.775
4 H -0.686 1.071 -3.370
5 H -0.090 1.755 -1.943
6 H 0.005 -1.086 -1.323
7 H -0.782 -0.998 -2.847
8 H -1.661 -0.461 -1.397
9 C 0.063 0.396 1.829
10 C 0.798 -0.725 2.704
11 H -0.141 0.129 0.813
12 H -0.968 0.301 2.270
13 H 0.451 1.443 1.989
14 H 0.080 -1.046 3.430
15 H 1.722 -0.243 2.956
16 H 0.986 -1.586 2.038


Tell me which of them is the most stable. Sure, it is (b).